1.
C21H14F3N7O2 | ωB97M-V with the def2-TZVPD basis set

Geometry (Å):
O 0.37 -4.29 1.27
C 0.81 -3.37 0.59
N 1.44 -3.68 -0.61
C 1.92 -2.48 -1.16
C 2.41 -2.13 -2.38
N 2.64 -0.89 -2.73
C 2.35 0.07 -1.84
C 2.61 1.45 -2.14
C 1.99 2.14 -3.21
C 2.13 3.55 -3.43
C 2.87 4.20 -2.51
N 3.46 3.53 -1.50
C 3.37 2.22 -1.33
O 4.04 1.55 -0.32
C 4.63 2.40 0.67
F 5.87 1.91 0.89
F 3.80 2.28 1.63
N 1.72 -0.18 -0.64
C 1.53 -1.45 -0.29
N 0.78 -1.92 0.74
C 0.46 -1.12 1.97
C -0.90 -1.18 2.49
C -1.16 -1.83 3.68
C -2.49 -1.95 4.08
C -3.59 -1.43 3.38
N -4.95 -1.49 3.85
C -5.41 -2.46 4.74
C -6.76 -2.61 4.61
C -7.16 -1.75 3.53
F -8.34 -1.69 2.95
N -6.06 -1.13 3.08
C -3.29 -0.91 2.07
C -1.98 -0.87 1.61
H 1.90 -4.55 -0.70
H 2.85 -3.00 -2.93
H 1.41 1.47 -3.84
H 1.66 3.97 -4.28
H 2.98 5.26 -2.55
H 4.67 3.46 0.32
H 1.23 -1.32 2.71
H 0.75 -0.18 1.62
H -0.45 -2.18 4.40
H -2.65 -2.55 5.01
H -4.98 -3.09 5.49
H -7.47 -3.15 5.24
H -4.08 -0.58 1.51
H -1.73 -0.53 0.65

2S+1	1
HOMO-LUMO gap	8.99	eV
E_HOMO	-8.71	eV
energy relative to the best compared isomer or geometry (same formula, charge and spin)	182.06	kJ/mol
SMILES	O=c1[nH]c2cnc(-c3cccnc3OC(F)F)nc2n1Cc1ccc(-n2ccc(F)n2)cc1
E_tot	-1641.9883	Ha
strongest force on any atom	0.089	hartree/bohr

Atomic partial charges in e from the Löwdin method, atoms 1 to 2:
1 O 0.07
2 C -0.40

***

2.
C4H8N2O | ωB97M-V with the def2-TZVPD basis set

Geometry (Å):
C -1.21 -1.22 0.21
C -0.21 -0.14 -0.14
C 1.24 -0.56 -0.06
N 2.15 0.44 -0.30
O 1.56 -1.70 0.26
C -0.67 0.98 -1.00
N -0.37 1.21 0.40
H -2.23 -0.82 0.16
H -1.14 -2.06 -0.48
H -1.03 -1.60 1.22
H 1.80 1.38 -0.18
H 3.07 0.27 0.07
H 0.00 1.46 -1.71
H -1.72 0.96 -1.32
H -1.17 1.27 1.01

2S+1	1
HOMO-LUMO gap	10.58	eV
E_HOMO	-9.62	eV
energy relative to the best compared isomer or geometry (same formula, charge and spin)	123.85	kJ/mol
SMILES	C[C@@]1(C(N)=O)CN1
E_tot	-341.9565	Ha
strongest force on any atom	0.008	hartree/bohr

Atomic partial charges in e from the Löwdin method, atoms 1 to 2:
1 C -0.02
2 C -0.42

***

3.
C4H10O3 | ωB97M-V with the def2-TZVPD basis set

Geometry (Å):
C 2.80 0.05 -0.15
O 1.63 0.10 0.62
C 0.47 0.08 -0.16
C -0.74 -0.16 0.71
O -1.22 1.02 1.36
C -1.87 -0.81 0.06
O -3.05 -0.24 0.09
H 3.65 0.10 0.53
H 2.85 0.89 -0.85
H 2.85 -0.89 -0.73
H -0.73 0.70 -1.49
H 0.56 -0.68 -0.96
H -0.40 -0.89 1.46
H -0.70 1.73 0.95
H -1.87 -1.85 -0.25
H -1.32 0.24 -1.73
H -2.89 0.63 0.54

2S+1	1
HOMO-LUMO gap (spin up / spin down)	8.68 / 6.61	eV
E_HOMO (spin up / spin down)	-7.76 / -6.73	eV
energy relative to the best compared isomer or geometry (same formula, charge and spin)	584.06	kJ/mol
E_tot	-383.9272	Ha
strongest force on any atom	0.024	hartree/bohr

Atomic partial charges in e from the Löwdin method, atoms 1 to 2:
1 C -0.12
2 O -0.17

***

4.
C28H60N3O19 | ωB97M-V with the def2-TZVPD basis set

Geometry (Å):
C -0.80 -3.42 -1.79
C -2.10 -4.28 -1.74
C -1.91 -5.77 -2.04
O -1.26 -6.03 -3.24
C -1.35 -7.37 -3.66
N -2.65 -4.16 -0.35
H -1.95 -4.47 0.32
H -2.87 -3.19 -0.16
H -3.50 -4.68 -0.19
H -1.02 -2.37 -1.56
H -0.33 -3.32 -2.77
H -0.02 -3.70 -1.08
H -2.97 -3.92 -2.29
H -2.92 -6.17 -2.13
H -1.49 -6.29 -1.18
H -2.31 -7.85 -3.84
H -0.84 -7.88 -2.84
H -0.72 -7.48 -4.54
C 5.09 -2.04 0.42
C 4.31 -0.75 0.79
C 3.91 -0.56 2.24
O 5.00 -0.45 3.10
C 4.58 -0.19 4.42
N 5.08 0.47 0.27
H 5.75 0.82 0.94
H 5.50 0.27 -0.62
H 4.42 1.22 0.15
H 6.02 -2.04 0.98
H 5.14 -2.35 -0.63
H 4.58 -2.94 0.77
H 3.40 -0.80 0.19
H 3.41 -1.51 2.46
H 3.24 0.30 2.24
H 4.29 0.86 4.50
H 5.50 -0.20 5.02
H 3.83 -0.89 4.77
C -0.05 3.30 -0.91
C 0.09 1.83 -0.45
C -0.11 1.52 1.04
O -0.07 0.12 1.41
C -0.08 -0.05 2.86
N -0.71 0.93 -1.39
H -0.94 1.38 -2.26
H 0.07 0.34 -1.62
H -1.47 0.34 -1.09
H -1.04 3.71 -0.72
H 0.29 3.34 -1.95
H 0.71 3.85 -0.35
H 1.12 1.56 -0.69
H -0.99 2.05 1.43
H 0.74 2.00 1.51
H 0.22 -1.07 3.09
H -1.02 0.12 3.38
H 0.79 0.45 3.27
C -0.02 6.65 -1.34
C 1.37 6.86 -1.92
O 2.20 7.45 -1.21
O 1.58 6.40 -3.06
H -0.61 5.93 -1.91
H -0.59 7.57 -1.45
H -0.10 6.56 -0.26
C -3.47 -0.60 -3.76
C -3.88 -1.25 -2.50
O -4.74 -2.14 -2.48
O -3.31 -0.94 -1.40
H -3.70 -1.24 -4.62
H -2.41 -0.34 -3.87
H -3.88 0.40 -3.84
C -3.79 -1.13 3.71
C -5.09 -1.91 3.83
O -5.90 -1.89 2.88
O -5.20 -2.74 4.73
H -4.15 -0.10 3.67
H -3.19 -1.42 2.85
H -3.19 -1.23 4.62
C -3.78 3.38 -3.34
C -2.41 3.35 -3.98
O -2.02 4.20 -4.77
O -1.83 2.26 -3.97
H -3.84 2.89 -2.37
H -4.47 2.99 -4.10
H -4.08 4.39 -3.08
C 2.95 3.81 2.81
C 3.55 3.66 1.42
O 4.41 4.45 1.05
O 3.27 2.76 0.64
H 3.65 4.18 3.56
H 2.80 2.79 3.16
H 1.94 4.21 2.88
C -3.21 4.19 2.94
C -4.67 4.44 3.19
O -5.03 4.57 4.37
O -5.44 4.71 2.28
H -2.76 5.15 2.67
H -3.15 3.49 2.11
H -2.64 3.66 3.70
C 3.84 -0.80 -3.10
C 2.48 -0.17 -2.73
O 1.69 -0.88 -1.98
O 2.24 1.03 -3.02
H 3.95 -0.84 -4.18
H 3.99 -1.78 -2.65
H 4.64 -0.19 -2.68
C 1.42 -3.82 1.75
C 0.18 -4.63 2.10
O -0.41 -5.00 1.07
O 0.06 -5.11 3.22
H 2.29 -4.49 1.75
H 1.53 -2.92 2.35
H 1.35 -3.39 0.75

2S+1	1
total charge	-5
HOMO-LUMO gap	3.94	eV
E_HOMO	3.26	eV
energy relative to the best compared isomer or geometry (same formula, charge and spin)	0.00	kJ/mol
E_tot	-2696.2928	Ha
strongest force on any atom	0.096	hartree/bohr

Atomic partial charges in e from the Löwdin method, atoms 1 to 2:
1 C -0.01
2 C -0.25